(1)
The following is a quantum chemistry calculation of a cluster of 2 separate species, C3H10N2 in total in a non-equilibrium geometry, from the OMol25 dataset.

HOMO: -9.661 eV
energy relative to the best compared isomer or geometry (same formula, charge and spin): 1.6650 eV
structure (SMILES): C=C.NCN
electronic energy: -6251.7634 eV

Geometry (Å):
H (2.93510, -0.95439, 0.85493)
H (1.08219, -0.88064, 0.77898)
H (2.73362, -2.98867, 2.03435)
C (1.83325, -2.46707, 1.83263)
N (-0.51036, 1.98822, -0.41612)
H (0.01913, 1.56712, 0.33279)
H (-0.82725, 2.89510, -0.10318)
H (0.93284, -2.87705, 2.26318)
H (-1.83973, 1.66626, -2.68860)
N (-1.92739, 0.79694, -2.16757)
C (1.98292, -1.30210, 1.22316)
C (-1.55149, 1.04351, -0.78908)
H (-1.17970, 0.23526, -2.56981)
H (-2.49980, 1.14386, -0.24471)
H (-1.18334, 0.13366, -0.34095)

Cartesian forces (eV/Å) of the 6 atoms listed first:
0.11 0.06 0.11
0.18 0.72 0.45
0.65 -0.71 0.53
0.68 0.54 0.52
0.10 0.19 -0.47
0.19 0.28 0.01



(2)
The following is a quantum chemistry calculation of an isolated molecule of C3H10N2 in a non-equilibrium geometry, from the OMol25 dataset.

HOMO: -8.912 eV
energy relative to the best compared isomer or geometry (same formula, charge and spin): 0.7421 eV
structure (SMILES): C[C@H](N)CN
electronic energy: -6252.6863 eV

Geometry (Å):
H (-1.33962, -0.97250, 0.60678)
C (0.72634, -1.06821, -1.06030)
C (-0.57608, -0.23315, 0.87092)
H (0.93805, 1.68721, -1.56117)
N (0.81618, 1.38504, -0.59632)
C (0.00728, 0.15652, -0.54350)
H (-0.96689, 0.79689, 2.63563)
H (1.74886, 1.05150, -0.34310)
H (-2.07596, 1.05093, 1.47611)
H (1.62164, -1.50604, -0.60388)
H (0.07139, -1.92743, -0.84845)
H (0.14167, -0.76035, 1.50578)
N (-1.09611, 0.89066, 1.64218)
H (0.90468, -0.93511, -2.12988)
H (-0.92143, 0.38404, -1.05081)

Cartesian forces (eV/Å) of the 6 atoms listed first:
-0.12 -0.07 0.24
-0.98 -1.22 -0.70
0.39 0.60 -0.04
-0.30 -0.10 0.07
0.60 -0.76 0.37
0.17 0.36 1.83



(3)
The following is a quantum chemistry calculation of an isolated molecule of C3H10N2 in a non-equilibrium geometry, from the OMol25 dataset.

HOMO (alpha / beta): -2.895 / -11.099 eV
multiplicity: 3
energy relative to the best compared isomer or geometry (same formula, charge and spin): 2.7761 eV
electronic energy: -6245.8296 eV

Geometry (Å):
C (-0.42644, 0.76055, -0.08098)
H (1.75819, -1.74147, -0.02925)
H (0.31776, -2.00911, -0.64600)
H (-0.24199, 1.17972, 0.99624)
C (-1.80306, 0.11526, -0.15421)
H (-2.61523, 0.88112, 0.08604)
N (1.98810, 0.64618, 0.02070)
H (-1.90609, -0.72689, 0.52091)
H (-2.07856, -0.22839, -1.20415)
N (0.77306, -0.05050, -0.44438)
H (0.22862, -1.42380, 1.04760)
C (0.75334, -1.42255, 0.10355)
H (-0.52965, 1.67144, -0.70075)
H (1.72805, 0.88762, 1.04600)
H (2.05389, 1.46081, -0.56131)

Cartesian forces (eV/Å) of the 6 atoms listed first:
-1.37 1.33 -0.21
1.06 -0.27 1.23
-1.73 -1.09 -1.02
0.13 -0.94 -1.48
-1.04 -0.04 -1.36
1.30 -0.78 -0.03



(4)
The following is a quantum chemistry calculation of a cluster of 2 separate species, C3H10N2O in total in a non-equilibrium geometry, from the OMol25 dataset.

HOMO: -8.868 eV
energy relative to the best compared isomer or geometry (same formula, charge and spin): 1.3848 eV
structure (SMILES): CC/N=C\N.O
electronic energy: -8300.1193 eV

Geometry (Å):
N (-1.02378, -1.08583, 0.38614)
H (-0.28786, -2.65370, -0.72879)
H (-0.90158, 1.50698, -1.51637)
H (0.71488, 5.42650, -1.06509)
H (2.11665, 5.83442, -0.61617)
H (0.21105, -2.16141, 2.20992)
C (0.16981, -2.86995, 1.39531)
H (-2.05698, 0.67880, 0.21115)
H (0.28701, 0.25750, -1.51208)
H (-0.69326, -3.45329, 1.73824)
H (0.99460, -3.57813, 1.38016)
C (-1.31623, -0.01321, -0.17821)
H (0.96398, -1.58583, -0.17232)
C (0.03191, -2.06864, 0.14572)
N (-0.63218, 0.57580, -1.25361)
O (1.42198, 5.18999, -0.42400)

Cartesian forces (eV/Å) of the 6 atoms listed first:
-0.84 -0.80 1.29
0.12 -0.19 0.19
0.23 -0.01 0.00
0.67 -0.29 0.70
-0.09 -0.18 0.12
0.80 0.21 0.36



(5)
The following is a quantum chemistry calculation of a structure of composition C3H10N2O in a non-equilibrium geometry, from the OMol25 dataset.

HOMO (alpha / beta): -6.854 / -6.856 eV
energy relative to the best compared isomer or geometry (same formula, charge and spin): 5.4163 eV
electronic energy: -8296.0877 eV

Geometry (Å):
H (1.58906, 0.34383, -1.27111)
H (-0.91136, 1.21616, -0.82962)
H (-2.13474, -1.73074, -0.01580)
O (1.12007, -1.80301, -0.21884)
H (1.85526, -0.99101, 1.51092)
H (2.61329, 1.14834, 0.07653)
N (-1.32475, -1.07823, -0.21407)
H (-0.69593, 1.83442, 0.82099)
C (1.75489, 0.53346, -0.12398)
C (-1.31445, 1.07136, 0.17987)
C (1.58156, -0.81412, 0.44623)
H (0.89203, 1.15364, 0.13630)
N (-1.21404, -0.14164, 0.77564)
H (-1.38293, -0.65592, -1.15948)
H (-2.32204, 1.58709, 0.24670)
H (-0.10592, -1.67362, -0.36029)

Cartesian forces (eV/Å) of the 6 atoms listed first:
0.73 0.73 1.87
-0.07 -0.25 -0.44
1.31 0.66 -0.70
0.61 1.19 0.56
-0.11 0.01 -0.63
0.71 -0.33 0.21



(6)
The following is a quantum chemistry calculation of a cluster of 2 separate species, C3H10N2O in total in a non-equilibrium geometry, from the OMol25 dataset.

HOMO: -8.833 eV
energy relative to the best compared isomer or geometry (same formula, charge and spin): 2.1241 eV
structure (SMILES): NC=O.CCN
electronic energy: -8299.3800 eV

Geometry (Å):
H (0.89790, -2.71267, 1.61349)
N (0.73182, -2.22265, 2.42691)
H (-0.52756, -0.81128, -1.71247)
H (2.67566, -1.55696, 2.91382)
N (-0.97424, 2.14253, -2.45046)
C (1.65383, -1.47896, 3.13888)
C (-0.12820, 0.21584, -1.43072)
H (-2.07884, 0.86570, -0.96465)
H (-0.94537, 2.08494, -0.28748)
C (-1.09361, 1.31593, -1.27505)
H (-0.24971, -2.11380, 2.77657)
H (-1.00267, 1.57833, -3.25422)
H (0.72660, 0.07246, -0.79330)
H (-1.32653, 3.11754, -2.38674)
H (0.48334, 0.33637, -2.33143)
O (1.15756, -0.83330, 4.01685)

Cartesian forces (eV/Å) of the 6 atoms listed first:
0.48 -1.11 -1.77
-0.72 0.94 1.74
-0.15 1.11 1.05
1.65 -0.12 -0.56
-0.37 1.59 1.81
-3.96 -1.06 -0.40



(7)
The following is a quantum chemistry calculation of a cluster of 2 separate species, C3H10N2O in total in a non-equilibrium geometry, from the OMol25 dataset.

HOMO: -7.190 eV
energy relative to the best compared isomer or geometry (same formula, charge and spin): 2.8425 eV
structure (SMILES): C/C(N)=C/N.O
electronic energy: -8298.6615 eV

Geometry (Å):
O (1.94021, 3.58956, -1.77406)
H (1.40342, -2.73556, -0.03176)
H (0.18628, -2.85813, 1.34896)
H (-1.72629, -0.14437, -0.61770)
N (-0.85254, -0.49016, -0.90773)
C (-0.19923, -0.22969, 1.18685)
H (-0.26395, -3.08499, -0.35635)
H (-1.25140, -1.25418, -1.38670)
H (1.72781, 4.44190, -1.30358)
N (-0.86360, 0.95889, 1.18131)
H (2.44768, 3.68637, -2.54605)
H (-1.18858, 1.07592, 2.13743)
C (0.36505, -2.42149, 0.35287)
H (-0.12933, -0.63837, 2.16936)
C (-0.07182, -0.96394, 0.12021)
H (-1.52371, 1.06823, 0.42694)

Cartesian forces (eV/Å) of the 6 atoms listed first:
-1.67 0.41 2.66
-1.20 0.92 0.86
0.24 0.71 -0.25
-1.16 1.22 1.12
0.54 -0.73 -3.22
0.32 0.07 1.66



(8)
The following is a quantum chemistry calculation of a cluster of 2 separate species, C3H10N2O in total in a non-equilibrium geometry, from the OMol25 dataset.

HOMO: -9.261 eV
energy relative to the best compared isomer or geometry (same formula, charge and spin): 2.4121 eV
structure (SMILES): CC=O.NCN
electronic energy: -8299.0919 eV

Geometry (Å):
N (-2.12223, -2.63281, -0.69400)
H (-1.69775, -3.19292, 0.07760)
H (-3.52192, -0.80267, -0.91115)
H (1.98132, 3.16573, 1.84439)
H (3.69333, 2.39840, 0.23876)
O (2.79796, 0.78018, -0.41550)
H (0.74323, 1.98850, 1.07662)
C (1.75689, 2.10915, 1.47398)
C (-1.68219, -1.21588, -0.57020)
H (-3.27943, -0.94016, 0.63439)
N (-2.96396, -0.40923, -0.19560)
H (-0.87614, -0.96186, 0.26810)
H (-1.27731, -0.80741, -1.48240)
H (-1.86420, -3.14436, -1.58308)
H (1.94778, 1.20638, 2.11590)
C (2.82041, 1.79726, 0.30823)

Cartesian forces (eV/Å) of the 6 atoms listed first:
1.78 -1.00 0.02
-0.59 0.57 -0.93
-1.41 -0.03 -0.84
-0.49 -1.80 0.05
0.88 1.17 0.01
-0.46 2.76 1.98